Record 1
This record from OMol25 describes C2H2N2O as an isolated structure. The level of theory is the ωB97M-V functional and the def2-TZVPD basis.

Geometry as XYZ:
```
7
Properties=species:S:1:pos:R:3:lowdin_charge:R:1
O -2.104 0.346 0.093 0.06
C -1.011 -0.064 0.393 -0.30
C 0.193 0.820 0.222 -0.09
N 0.643 0.817 -1.101 0.00
N 1.575 0.091 -0.710 0.09
H -0.849 -1.034 0.911 0.12
H 1.437 0.143 0.478 0.11
```

Output
**Relative energy (zero: lowest compared OMol25 entry of this formula, charge and spin)**: 5.774 eV
**LUMO energy**: -0.4 eV
**Net charge**: 0



Record 2
This record from OMol25 describes a 2-piece molecular cluster, C2H2N2O overall. The level of theory is the ωB97M-V functional and the def2-TZVPD basis.

Geometry as XYZ:
```
7
Properties=species:S:1:pos:R:3:lowdin_charge:R:1
O -0.363 0.743 0.037 -0.27
C -1.356 -0.056 -0.098 0.06
N 0.459 -1.986 -0.484 0.07
N 1.307 -1.361 -0.147 0.02
C 0.911 0.975 -0.113 0.04
H -2.255 0.594 -0.119 0.04
H 1.297 1.091 0.924 0.03
```

Output
**Relative energy (zero: lowest compared OMol25 entry of this formula, charge and spin)**: 5.941 eV
**LUMO energy (alpha / beta)**: -0.1 / -0.1 eV
**Net charge**: 0



Record 3
This record from OMol25 describes C2H2N2O as an isolated structure. The level of theory is the ωB97M-V functional and the def2-TZVPD basis.

Geometry as XYZ:
```
7
Properties=species:S:1:pos:R:3:lowdin_charge:R:1
C -0.460 1.240 -0.022 -0.03
C -1.195 -0.023 0.042 -0.27
N 0.686 0.592 0.022 -0.12
N 0.475 -0.680 0.453 0.00
O -2.077 -0.702 -0.270 0.19
H 1.611 0.982 -0.149 0.15
H 0.959 -1.408 -0.076 0.07
```

Output
**Relative energy (zero: lowest compared OMol25 entry of this formula, charge and spin)**: 4.663 eV
**LUMO energy**: -0.6 eV
**Net charge**: 0